# 1
The molecule CH6O2Si in a non-equilibrium geometry. Source: the OMol25 dataset; level of theory: ωB97M-V/def2-TZVPD.

Its total energy is -13107.6680 eV. The frontier orbital gap comes out at 10.51 eV. For the HOMO energy, the calculation gives -10.02 eV. As for the SMILES: CO[SiH2]O. The value obtained for the lowest unoccupied orbital energy is 0.49 eV.

Structure (XYZ):
```
10
Properties=species:S:1:pos:R:3:forces:R:3:nbo_charge:R:1
Si -1.302 0.553 0.018 -0.921 0.252 -1.429 1.7024
O -1.538 -1.077 0.063 -1.612 -0.153 1.692 -1.0758
O 0.170 0.661 -0.509 1.677 0.120 -1.542 -0.9077
C 1.211 -0.139 -0.092 0.484 0.042 2.108 -0.2447
H 1.990 -0.065 -0.804 1.087 0.275 -0.536 0.1809
H 1.489 0.351 0.897 0.547 -1.385 -0.823 0.1644
H -2.306 -1.389 0.591 0.820 0.075 -0.617 0.4996
H -1.883 1.121 -1.161 -1.364 0.295 -0.493 -0.2624
H 0.980 -1.229 -0.024 -0.154 0.819 0.329 0.1809
H -1.402 1.583 1.031 -0.565 -0.340 1.312 -0.2377
```
Positions in Å, forces in eV/Å.

---

# 2
A 2-piece molecular cluster, CH6OS overall in a non-equilibrium geometry. Source: the OMol25 dataset; level of theory: ωB97M-V/def2-TZVPD.

Its total energy is -14015.9922 eV. The frontier orbital gap comes out at 9.51 eV. For the HOMO energy, the calculation gives -8.96 eV. As for the SMILES: CS.O. The value obtained for the lowest unoccupied orbital energy is 0.55 eV.

Structure (XYZ):
```
9
Properties=species:S:1:pos:R:3:forces:R:3:nbo_charge:R:1
S -0.918 -1.932 -1.101 1.089 0.446 1.121 -0.0822
O 0.505 1.750 0.602 1.058 0.509 1.406 -0.9215
C -0.348 -0.295 -0.393 -1.006 -0.198 -1.077 -0.6898
H -1.224 0.205 0.055 0.590 -0.305 -0.240 0.2270
H 0.000 -2.547 -0.326 -0.402 -0.405 -0.410 0.1230
H 0.462 -0.324 0.355 -0.877 -1.269 -0.651 0.1866
H 0.351 1.800 1.573 0.248 0.042 -0.976 0.4730
H 1.179 1.041 0.494 -0.538 1.349 0.265 0.4648
H -0.008 0.300 -1.258 -0.163 -0.170 0.562 0.2191
```
Positions in Å, forces in eV/Å.

---

# 3
A 2-piece molecular cluster, CH6OS2 overall in a non-equilibrium geometry. Source: the OMol25 dataset; level of theory: ωB97M-V/def2-TZVPD.

Its total energy is -24850.9084 eV. The frontier orbital gap comes out at 8.76 eV. For the HOMO energy, the calculation gives -8.75 eV. As for the SMILES: CO.SS. The value obtained for the lowest unoccupied orbital energy is 0.01 eV.

Structure (XYZ):
```
10
Properties=species:S:1:pos:R:3:forces:R:3:nbo_charge:R:1
S -0.974 -0.014 -1.636 1.169 0.234 1.020 -0.1423
S 0.799 -1.220 -1.534 -0.235 0.421 0.159 -0.1400
O -0.191 1.487 2.342 -2.390 -1.715 -1.792 -0.7299
C 0.416 0.792 3.428 0.607 -0.644 -1.984 -0.2458
H 1.453 -0.286 -0.801 0.017 -0.401 -0.372 0.1368
H 0.842 1.577 4.041 0.023 -0.366 0.528 0.1895
H -0.372 0.178 3.846 0.359 -0.107 0.979 0.1711
H -0.864 0.811 1.925 1.994 2.194 1.117 0.4571
H -0.455 0.672 -0.556 -0.923 -0.192 -0.753 0.1450
H 1.217 0.133 2.962 -0.621 0.575 1.098 0.1585
```
Positions in Å, forces in eV/Å.

---

# 4
A 2-piece molecular cluster, CH6OSi overall in a non-equilibrium geometry. Source: the OMol25 dataset; level of theory: ωB97M-V/def2-TZVPD.

As for the expectation value of S²: 2.005. Its total energy is -11052.3101 eV. Its spin multiplicity is 3. The frontier orbital gap (alpha / beta) comes out at 6.90 / 9.57 eV. For the HOMO energy (alpha / beta), the calculation gives -6.22 / -11.59 eV. The value obtained for the lowest unoccupied orbital energy (alpha / beta) is 0.68 / -2.02 eV.

Structure (XYZ):
```
9
Properties=species:S:1:pos:R:3:forces:R:3:mulliken_spin:R:1
Si 0.346 -0.767 -0.580 1.211 -1.031 0.891 0.0651
O -0.928 1.573 0.186 -0.833 -3.324 -0.541 0.1717
C 0.084 0.627 0.530 -1.032 4.512 -1.894 0.8531
H -1.646 0.939 -0.161 0.969 1.958 0.700 -0.0188
H 1.747 -1.224 -0.277 -0.633 -0.225 -0.246 0.0049
H 0.942 1.223 0.732 0.793 0.269 0.764 0.0159
H -0.756 -1.669 -0.450 -0.527 -1.017 0.231 0.0037
H -0.001 -0.473 1.886 -0.023 -1.753 1.796 0.8642
H 0.211 -0.230 -1.866 0.074 0.611 -1.700 0.0402
```
Positions in Å, forces in eV/Å.

---

# 5
The molecule CH6P2 in a non-equilibrium geometry. Source: the OMol25 dataset; level of theory: ωB97M-V/def2-TZVPD.

Its total energy is -19710.0773 eV. The frontier orbital gap comes out at 9.68 eV. For the HOMO energy, the calculation gives -8.91 eV. As for the SMILES: C[PH]#[PH2]. The value obtained for the lowest unoccupied orbital energy is 0.77 eV.

Structure (XYZ):
```
9
Properties=species:S:1:pos:R:3:forces:R:3:nbo_charge:R:1
P -0.224 1.093 0.215 3.257 -1.331 1.057 0.1818
P -1.858 -0.276 -0.161 -0.262 -1.448 -0.945 -0.0195
C 1.440 -0.184 -0.046 -0.997 2.774 2.025 -0.7664
H 1.002 -0.892 -0.607 -1.264 -2.934 -1.804 0.1948
H -1.528 -0.886 -1.471 0.131 0.555 1.072 0.0066
H -0.080 0.607 1.575 -0.544 0.750 -0.439 -0.0116
H 1.849 -0.571 0.891 -0.503 0.177 -0.055 0.2146
H -2.583 0.703 -0.817 -0.543 0.447 -0.244 -0.0115
H 2.235 0.222 -0.605 0.723 1.008 -0.666 0.2112
```
Positions in Å, forces in eV/Å.

---

# 6
A 2-piece molecular cluster, CH6S2 overall. Source: the OMol25 dataset; level of theory: ωB97M-V/def2-TZVPD.

Its total energy is -22804.3822 eV. The frontier orbital gap comes out at 9.98 eV. For the HOMO energy, the calculation gives -9.13 eV. As for the SMILES: CS.S. The value obtained for the lowest unoccupied orbital energy is 0.85 eV.

Structure (XYZ):
```
9
Properties=species:S:1:pos:R:3:forces:R:3:nbo_charge:R:1
S -2.573 1.550 -1.551 0.534 -0.015 0.082 -0.2887
S 1.600 -1.071 -0.223 -0.012 0.024 0.267 -0.0348
C 0.901 -0.735 1.413 -0.004 0.259 0.389 -0.7337
H -3.303 1.238 -2.612 -0.261 -0.079 -0.287 0.1384
H 2.582 -0.185 -0.122 0.294 0.190 -0.147 0.1138
H 1.598 -0.786 2.252 0.253 -0.447 -0.347 0.2162
H 0.145 -1.502 1.540 -0.212 0.149 0.192 0.2252
H -1.430 1.225 -2.197 -0.255 0.077 0.220 0.1497
H 0.481 0.267 1.500 -0.338 -0.158 -0.369 0.2140
```
Positions in Å, forces in eV/Å.

---

# 7
A 2-piece molecular cluster, CH6S2 overall in a non-equilibrium geometry. Source: the OMol25 dataset; level of theory: ωB97M-V/def2-TZVPD.

Its total energy is -22804.1771 eV. The frontier orbital gap comes out at 10.00 eV. For the HOMO energy, the calculation gives -9.11 eV. As for the SMILES: CS.S. The value obtained for the lowest unoccupied orbital energy is 0.89 eV.

Structure (XYZ):
```
9
Properties=species:S:1:pos:R:3:forces:R:3:nbo_charge:R:1
S 3.795 2.537 3.992 -0.153 1.004 0.266 -0.2852
S -1.909 -0.835 -0.827 0.704 -1.144 -0.616 -0.0684
C -1.446 -1.225 -2.596 -0.351 0.950 0.565 -0.7113
H 2.787 1.749 4.310 -0.362 -0.465 0.075 0.1372
H 3.113 3.608 4.513 0.515 -0.539 -0.343 0.1480
H -2.426 -1.321 -3.043 0.260 -0.062 -0.713 0.2167
H -0.903 -0.349 -2.949 -0.416 0.228 -0.110 0.2201
H -2.233 -2.121 -0.548 -0.003 0.472 0.129 0.1225
H -0.778 -2.042 -2.853 -0.194 -0.444 0.747 0.2203
```
Positions in Å, forces in eV/Å.

---

# 8
A 2-piece molecular cluster, CH6S3 overall in a non-equilibrium geometry. Source: the OMol25 dataset; level of theory: ωB97M-V/def2-TZVPD.

Its total energy is -33639.2989 eV. The frontier orbital gap comes out at 8.59 eV. For the HOMO energy, the calculation gives -8.53 eV. As for the SMILES: CS.SS. The value obtained for the lowest unoccupied orbital energy is 0.07 eV.

Structure (XYZ):
```
10
Properties=species:S:1:pos:R:3:forces:R:3:nbo_charge:R:1
S -0.071 2.321 2.043 -0.391 0.146 -0.249 -0.1613
S 1.521 -1.006 0.176 -0.455 -0.142 -0.607 -0.0421
S -1.699 2.568 0.635 1.021 -0.570 0.513 -0.1340
C 0.256 -1.212 -1.140 -0.504 0.798 0.532 -0.7227
H -1.133 1.568 -0.058 -0.412 0.176 -0.363 0.1296
H 0.423 1.183 1.502 -0.167 0.220 0.083 0.1476
H 0.825 -1.795 0.987 0.141 -0.143 0.458 0.1227
H 0.207 -2.211 -1.553 0.332 -0.053 -0.192 0.2218
H -0.721 -0.982 -0.705 0.086 -0.158 0.046 0.2124
H 0.392 -0.434 -1.887 0.349 -0.273 -0.223 0.2260
```
Positions in Å, forces in eV/Å.

---

# 9
A 2-piece molecular cluster, CH6S4 overall. Source: the OMol25 dataset; level of theory: ωB97M-V/def2-TZVPD.

Its total energy is -44474.4800 eV. The frontier orbital gap comes out at 8.16 eV. For the HOMO energy, the calculation gives -8.06 eV. As for the SMILES: CSS.SS. The value obtained for the lowest unoccupied orbital energy is 0.10 eV.

Structure (XYZ):
```
11
Properties=species:S:1:pos:R:3:forces:R:3:nbo_charge:R:1
S -0.258 -1.384 -0.903 -0.721 -0.395 -0.167 -0.1683
S -1.089 1.844 -0.941 -0.012 0.643 0.666 -0.1273
S -1.033 1.630 1.147 -0.406 0.014 -0.298 -0.1428
S 1.080 -1.969 0.574 0.412 -0.064 0.011 0.0792
C 2.332 -0.655 0.609 0.001 -0.327 -0.184 -0.7316
H 3.223 -0.966 0.073 -0.006 -0.070 -0.187 0.2182
H 0.336 -0.401 -1.589 0.519 -0.163 0.213 0.1422
H -1.427 0.355 1.113 0.122 -0.293 0.094 0.1446
H 0.126 2.383 -0.858 0.237 0.107 -0.552 0.1278
H 1.926 0.235 0.141 -0.006 0.233 0.323 0.2262
H 2.609 -0.511 1.648 -0.140 0.314 0.083 0.2320
```
Positions in Å, forces in eV/Å.

---

# 10
A 2-piece molecular cluster, CH6Si2 overall in a non-equilibrium geometry. Source: the OMol25 dataset; level of theory: ωB97M-V/def2-TZVPD.

Its total energy is -16884.0844 eV. The frontier orbital gap comes out at 8.07 eV. For the HOMO energy, the calculation gives -9.10 eV. The value obtained for the lowest unoccupied orbital energy is -1.03 eV.

Structure (XYZ):
```
9
Properties=species:S:1:pos:R:3:forces:R:3:nbo_charge:R:1
Si 0.156 1.125 -0.535 -1.561 0.086 3.219 0.6041
Si 0.913 -0.955 -0.075 -1.659 1.446 -0.387 0.7742
C -0.867 -0.489 0.004 -0.919 0.191 -3.672 -1.2885
H -0.240 1.569 -1.842 -0.059 0.564 -0.628 -0.1505
H -0.538 2.447 1.385 1.075 -1.346 -2.385 -0.1681
H 1.082 -1.897 -1.076 0.761 -1.202 -1.540 -0.1432
H -1.595 -0.903 -0.818 1.520 0.767 1.505 0.2623
H -1.402 -0.331 0.884 -0.601 0.083 1.525 0.2600
H 1.314 -1.285 1.181 1.442 -0.588 2.363 -0.1503
```
Positions in Å, forces in eV/Å.